No. 1
Computed, not measured: a structure of composition C6H24AsF6N12O6Tl in a non-equilibrium geometry, with ωB97M-V/def2-TZVPD.

Summary:
gap between HOMO and LUMO: 3.84 eV
energy relative to the best compared isomer or geometry (same formula, charge and spin): 45.5 kJ/mol
E_tot: -4358.6340 Ha
HOMO level: -15.4 eV
net charge: +2

Element x y z (Å)
Tl: 0.24 0.09 0.95
As: -3.47 2.07 -0.93
F: -4.89 2.45 -1.81
F: -2.44 3.09 -1.85
F: -2.02 1.63 0.03
F: -4.37 0.99 0.10
F: -3.14 0.72 -1.98
F: -3.78 3.38 0.17
C: -2.89 -2.27 0.67
O: -2.16 -1.28 0.50
N: -3.23 -2.71 1.91
N: -3.29 -3.01 -0.38
H: -3.29 -3.70 2.02
H: -2.81 -2.13 2.62
H: -2.89 -2.81 -1.28
H: -3.85 -3.82 -0.18
C: 2.89 0.05 -1.68
O: 2.30 -0.45 -0.68
N: 4.16 -0.28 -1.95
N: 2.23 0.76 -2.61
H: 4.48 -0.35 -2.90
H: 4.72 -0.71 -1.23
H: 2.71 0.90 -3.48
H: 1.29 1.08 -2.46
C: -0.71 3.67 2.23
O: -0.22 2.63 1.77
N: -2.01 4.01 2.04
N: 0.04 4.63 2.85
H: -2.59 3.32 1.59
H: -2.45 4.74 2.58
H: -0.50 5.48 2.85
H: 0.89 4.36 3.31
C: -0.60 -1.14 -2.62
O: -0.22 -0.26 -1.82
N: -1.88 -1.40 -2.90
N: 0.31 -1.94 -3.24
H: -2.17 -2.17 -3.49
H: -2.57 -0.66 -2.77
H: 1.29 -1.76 -3.13
H: 0.05 -2.87 -3.52
C: 3.57 2.37 1.55
O: 2.50 1.79 1.34
N: 4.80 1.80 1.36
N: 3.60 3.72 1.70
H: 5.52 2.30 1.87
H: 4.90 0.80 1.42
H: 2.78 4.27 1.54
H: 4.44 4.18 2.01
C: 0.54 -3.91 0.88
O: 0.49 -2.72 0.56
N: -0.43 -4.83 0.61
N: 1.61 -4.45 1.52
H: -0.48 -5.73 1.04
H: -1.08 -4.63 -0.13
H: 1.70 -5.45 1.62
H: 2.38 -3.89 1.82


No. 2
Computed, not measured: a structure of composition C20H33N2NiO5P2 in a non-equilibrium geometry, with ωB97M-V/def2-TZVPD.

Summary:
gap between HOMO and LUMO (spin up / spin down): 3.44 / 3.37 eV
energy relative to the best compared isomer or geometry (same formula, charge and spin): 1716.7 kJ/mol
E_tot: -3457.3311 Ha
HOMO level (spin up / spin down): -9.5 / -9.5 eV
spin multiplicity: 3
net charge: +1

Element x y z (Å)
C: -2.89 -1.08 0.18
C: -2.25 -0.03 -0.71
P: -1.00 1.35 -0.23
C: -0.02 1.23 -1.88
C: -0.33 0.08 -2.94
C: 0.09 -1.47 -2.66
O: -0.95 -2.34 -2.50
N: 1.48 -1.99 -2.78
C: 1.97 -2.89 -1.70
C: 1.17 -3.55 -0.44
C: 1.89 -4.49 0.74
C: 3.51 -4.77 0.67
C: 4.34 -4.14 -0.59
C: 3.61 -3.22 -1.73
C: 0.13 0.13 0.70
O: 1.34 -0.32 0.00
C: 2.29 -0.74 1.09
C: -2.13 1.65 1.31
O: -1.89 0.82 2.47
C: -3.10 0.43 3.20
C: -3.14 -1.17 3.71
O: -4.16 1.20 3.45
C: 0.08 2.89 0.12
C: 1.54 2.69 0.80
C: 2.99 2.44 0.07
N: 1.60 2.82 2.20
P: -2.59 2.63 -1.17
C: -2.09 4.45 -1.27
O: -2.83 2.18 -2.87
H: -3.90 -0.86 0.73
H: -2.31 -2.09 0.35
H: -2.79 -0.13 -1.77
H: -0.33 2.23 -2.48
H: 1.15 1.45 -1.77
H: -1.42 0.06 -3.42
H: 0.34 0.37 -3.89
H: 1.78 -2.24 -3.74
H: 0.03 -3.34 -0.32
H: 1.20 -4.89 1.62
H: 3.99 -5.41 1.54
H: 5.49 -4.35 -0.65
H: 4.26 -2.76 -2.60
H: 0.50 0.47 1.78
H: -0.38 -0.92 0.98
H: 1.73 -1.53 1.79
H: 3.11 -1.40 0.52
H: 2.74 0.17 1.67
H: -2.11 2.78 1.70
H: -3.28 1.52 0.99
H: -2.19 -1.72 3.26
H: -4.07 -1.75 3.25
H: -3.05 -1.27 4.87
H: 0.39 3.46 -0.88
H: -0.43 3.72 0.79
H: 3.28 3.41 -0.57
H: 3.89 2.30 0.83
H: 3.04 1.54 -0.66
H: 2.58 2.71 2.54
H: -1.12 4.70 -1.88
H: -3.00 5.04 -1.78
H: -2.05 4.88 -0.15
H: -2.28 2.87 -3.38
Ni: -3.46 -3.79 3.47


No. 3
Computed, not measured: the molecule C5H9NO, with ωB97M-V/def2-TZVPD.

Summary:
gap between HOMO and LUMO: 8.91 eV
energy relative to the best compared isomer or geometry (same formula, charge and spin): 328.3 kJ/mol
E_tot: -325.8125 Ha
HOMO level: -8.0 eV
structure (SMILES): C/C(O)=C1/CN1C

Element x y z (Å)
C: -1.66 1.26 1.04
C: -1.14 -0.10 0.70
O: -1.89 -1.13 1.20
C: 0.03 -0.36 0.11
C: 1.34 -0.95 0.33
N: 1.15 0.36 -0.36
C: 1.33 0.21 -1.82
H: -2.62 1.50 0.58
H: -1.80 1.25 2.14
H: -0.90 2.01 0.79
H: -1.51 -1.93 0.80
H: 1.74 -1.78 -0.26
H: 1.75 -0.84 1.33
H: 2.36 0.47 -2.08
H: 0.66 0.87 -2.36
H: 1.14 -0.83 -2.16


No. 4
Computed, not measured: a cluster of 2 separate species, C3H8NO in total in a non-equilibrium geometry, with ωB97M-V/def2-TZVPD.

Summary:
gap between HOMO and LUMO (spin up / spin down): 6.52 / 8.83 eV
energy relative to the best compared isomer or geometry (same formula, charge and spin): 127.3 kJ/mol
E_tot: -248.6001 Ha
HOMO level (spin up / spin down): -11.4 / -17.1 eV
spin multiplicity: 3
net charge: +1

Element x y z (Å)
C: 0.63 1.13 0.09
C: 0.08 -0.59 -1.95
C: -0.39 -0.56 1.48
N: -0.47 0.45 0.35
O: 0.97 0.17 -1.67
H: 0.57 2.01 -0.47
H: 1.49 0.84 0.69
H: 0.29 -0.91 -2.97
H: -0.75 -0.84 -1.18
H: 0.63 -1.05 1.40
H: -0.41 -0.14 2.44
H: -1.24 -1.25 1.39
H: -1.39 0.74 0.39


No. 5
Computed, not measured: the ion C6H13NO with charge +1 in a non-equilibrium geometry, with ωB97M-V/def2-TZVPD.

Summary:
gap between HOMO and LUMO (spin up / spin down): 11.28 / 6.17 eV
energy relative to the best compared isomer or geometry (same formula, charge and spin): 119.3 kJ/mol
E_tot: -366.0645 Ha
HOMO level (spin up / spin down): -15.2 / -15.2 eV
spin multiplicity: 2
net charge: +1

Element x y z (Å)
C: -0.11 -0.22 -0.83
C: 0.03 -1.53 -0.02
C: 0.91 -1.31 1.23
C: -1.38 -1.91 0.43
C: 1.04 0.72 -0.74
N: 0.89 2.09 -0.47
C: -0.36 2.75 -0.26
O: 2.20 0.35 -0.79
H: -1.08 0.24 -0.65
H: -0.20 -0.45 -1.90
H: 0.50 -2.33 -0.59
H: 0.94 -0.27 1.59
H: 0.55 -1.92 2.06
H: 1.95 -1.53 1.01
H: -1.35 -2.82 1.01
H: -1.93 -1.17 1.01
H: -2.04 -2.06 -0.43
H: 1.59 2.68 -0.93
H: -0.20 3.72 0.18
H: -0.90 2.86 -1.21
H: -1.04 2.11 0.30


No. 6
Computed, not measured: a cluster of 2 separate species, C3H4O2S in total in a non-equilibrium geometry, with ωB97M-V/def2-TZVPD.

Summary:
gap between HOMO and LUMO: 10.42 eV
energy relative to the best compared isomer or geometry (same formula, charge and spin): 512.4 kJ/mol
E_tot: -665.1905 Ha
HOMO level: -10.2 eV

Element x y z (Å)
C: 0.87 0.03 1.03
C: 0.03 0.07 0.01
C: -0.20 0.84 -1.29
O: -0.06 -2.56 0.78
O: -1.43 -0.89 2.10
S: -0.40 -1.21 1.12
H: 2.04 0.87 1.44
H: -0.48 0.12 -2.16
H: 0.73 1.19 -1.75
H: -1.11 1.54 -1.27


> Among the records above, which one has the highest E_tot?

C3H8NO


> Which of these has the lowest E_tot?

C6H24AsF6N12O6Tl